Entry from the Open Molecules 2025 dataset: 5 unconnected molecules or ions with the total composition C2H13NO4 in a non-equilibrium geometry (the ωB97M-V functional and the def2-TZVPD basis).

Geometry (Å):
C 0.882 1.524 1.097
C 0.513 1.607 -0.223
N 1.128 0.924 -1.327
H 1.790 1.106 1.536
H 0.062 1.563 1.836
H -0.453 1.993 -0.494
H 1.916 0.392 -1.101
H 1.340 1.558 -2.022
H 2.145 -0.767 0.970
H 2.542 -2.218 0.598
O 2.480 -1.306 0.278
H -3.291 0.172 -0.792
H -2.029 0.149 0.031
O -2.396 0.519 -0.820
H -1.302 -1.178 0.756
H -1.456 -0.859 2.296
O -1.900 -0.733 1.397
H -0.408 -0.958 -1.335
H 0.542 -1.593 -0.415
O -0.392 -1.557 -0.582

Properties
LUMO (spin up / spin down)   -5.0 / -8.8 eV
Energy   -439.3480 Eh
HOMO energy (spin up / spin down)   -14.341 / -14.322 eV
Gap between HOMO and LUMO (spin up / spin down)   9.35 / 5.55 eV
Relative energy (zero: lowest compared OMol25 entry of this formula, charge and spin)   24.78 kcal per mole
Multiplicity   2
Total charge   +1



Entry from the Open Molecules 2025 dataset: 2 unconnected molecules or ions with the total composition H3OS (the ωB97M-V functional and the def2-TZVPD basis).

Geometry (Å):
S 0.923 1.465 -0.298
H 1.848 0.606 0.164
H -0.521 -0.502 -0.578
H -1.124 -0.514 0.756
O -1.126 -1.055 -0.043

Properties
LUMO   4.7 eV
Energy   -475.2681 Eh
HOMO energy   -2.836 eV
Gap between HOMO and LUMO   7.55 eV
Relative energy (zero: lowest compared OMol25 entry of this formula, charge and spin)   0.23 kcal per mole
Total charge   -1



Entry from the Open Molecules 2025 dataset: a single C5H7N molecule in a non-equilibrium geometry (the ωB97M-V functional and the def2-TZVPD basis).

Geometry (Å):
N 3.152 -0.793 0.509
C 2.087 -0.601 0.087
C 0.721 -0.277 -0.380
C -0.445 -0.946 0.396
C -1.317 0.241 0.003
C -0.082 1.130 -0.207
H 0.657 -0.046 -1.413
H -0.824 -1.955 0.195
H -0.194 -0.885 1.465
H -1.820 0.019 -0.947
H -2.042 0.595 0.726
H 0.302 1.682 0.637
H -0.194 1.835 -1.070

Properties
LUMO   0.9 eV
Energy   -249.4052 Eh
SMILES   N#CC1CCC1
HOMO energy   -10.571 eV
Gap between HOMO and LUMO   11.49 eV
Relative energy (zero: lowest compared OMol25 entry of this formula, charge and spin)   42.69 kcal per mole



Entry from the Open Molecules 2025 dataset: a single H2N2O2S molecule in a non-equilibrium geometry (the ωB97M-V functional and the def2-TZVPD basis).

Geometry (Å):
N 1.125 0.625 -0.083
N 0.422 -0.078 0.757
S -1.075 -0.502 0.299
O -1.645 -1.574 1.059
O -1.251 -0.479 -1.142
H 1.017 0.448 -1.081
H 1.406 1.560 0.191

Properties
LUMO (spin up / spin down)   -1.5 / -1.5 eV
Energy   -659.2730 Eh
SMILES   NN=S(=O)=O
HOMO energy (spin up / spin down)   -9.689 / -9.686 eV
Gap between HOMO and LUMO (spin up / spin down)   8.17 / 8.17 eV
Relative energy (zero: lowest compared OMol25 entry of this formula, charge and spin)   19.41 kcal per mole



Entry from the Open Molecules 2025 dataset: 2 unconnected molecules or ions with the total composition C4H5N2OS in a non-equilibrium geometry (the ωB97M-V functional and the def2-TZVPD basis).

Geometry (Å):
C -1.019 -0.471 0.137
C 2.971 0.507 0.160
C 1.159 -1.634 0.224
C -2.011 0.410 0.222
N 0.008 -1.050 0.169
N -2.449 1.288 -0.650
O 2.020 0.668 0.827
S 4.228 0.354 -0.717
H 1.634 -1.755 -0.775
H 1.457 -2.076 1.099
H -2.656 0.499 1.168
H -3.243 1.794 -0.334
H -2.100 1.466 -1.529

Properties
LUMO (spin up / spin down)   -4.9 / -4.9 eV
Energy   -738.0231 Eh
HOMO energy (spin up / spin down)   -13.178 / -13.179 eV
Gap between HOMO and LUMO (spin up / spin down)   8.25 / 8.25 eV
Relative energy (zero: lowest compared OMol25 entry of this formula, charge and spin)   46.97 kcal per mole
Total charge   +1



Entry from the Open Molecules 2025 dataset: a single C5H8O molecule in a non-equilibrium geometry (the ωB97M-V functional and the def2-TZVPD basis).

Geometry (Å):
O -1.381 -0.561 -1.869
C -1.502 -0.740 -0.678
C -0.795 0.056 0.408
C 0.060 1.200 -0.216
C 1.341 0.291 -0.118
C 0.528 -0.670 0.765
H -2.134 -1.580 -0.308
H -1.498 0.162 1.249
H -0.364 1.497 -1.183
H 0.548 1.973 0.327
H 1.679 -0.045 -1.088
H 2.217 0.689 0.434
H 0.620 -1.717 0.491
H 0.731 -0.533 1.830

Properties
LUMO   1.0 eV
Energy   -270.4896 Eh
SMILES   O=CC1CCC1
HOMO energy   -9.793 eV
Gap between HOMO and LUMO   10.82 eV
Relative energy (zero: lowest compared OMol25 entry of this formula, charge and spin)   42.82 kcal per mole



> The lowest energy belongs to which entry?

C4H5N2OS



> Which value of energy does entry 5 give?

-738.0231 Eh



> What is the formula in the fifth record?

C4H5N2OS



> Among the records above, which one has the lowest energy?

C4H5N2OS